(1)
Formula: C26H32NO5OsS
Source: the Open Molecules 2025 dataset
Level of theory: ωB97M-V/def2-TZVPD

Values from the calculation:
LUMO energy (spin up / spin down)	-0.1427 / -0.2233	Eh
energy relative to the best compared isomer or geometry (same formula, charge and spin)	5.1	kcal/mol
F_max	7.2	eV Å⁻¹
M	660.84	g/mol
<S²>	6.033
total energy	-52495.3365	eV
gap between HOMO and LUMO (spin up / spin down)	3.87 / 5.50	eV

The geometry in ORCA input format:
```
! wB97M-V def2-TZVPD RIJCOSX def2/J DEFGRID3
* xyz 1 5
O -6.00 -0.50 1.51
C -6.25 -1.22 2.77
C -7.76 -1.43 2.49
H -6.03 -0.60 3.65
H -5.66 -2.16 2.81
C -7.41 -0.64 1.17
H -8.42 -0.89 3.17
H -8.05 -2.47 2.32
C -8.10 0.72 1.06
H -7.96 1.29 1.99
H -9.18 0.61 0.87
H -7.66 1.28 0.22
C -7.59 -1.46 -0.11
H -7.09 -2.43 -0.01
H -7.14 -0.91 -0.96
H -8.66 -1.63 -0.34
Os 1.83 0.06 -1.10
C 2.74 -1.36 -2.31
C 3.26 -1.56 -0.98
C 2.21 -2.11 -0.17
H 4.29 -1.39 -0.67
C 1.05 -2.26 -0.99
C 1.36 -1.78 -2.30
H 0.70 -1.81 -3.17
H 3.32 -1.04 -3.18
H 2.31 -2.39 0.88
H 0.10 -2.71 -0.68
C 2.73 1.71 -2.06
C 1.68 1.16 -2.87
C 0.43 1.47 -2.23
H 1.80 0.69 -3.85
C 0.71 2.22 -1.05
C 2.12 2.39 -0.95
H 2.65 2.93 -0.16
H 3.79 1.72 -2.30
H -0.56 1.26 -2.65
H -0.02 2.63 -0.34
O -0.29 -0.10 0.31
C -1.59 -0.29 -0.37
C -2.46 -1.03 0.61
H -1.39 -0.82 -1.32
H -1.96 0.72 -0.59
C -1.92 -0.57 1.97
H -2.30 -2.11 0.50
H -3.52 -0.81 0.46
C -0.43 -0.49 1.74
H -2.17 -1.24 2.79
H -2.31 0.44 2.20
H 0.06 -1.48 1.85
H 0.12 0.27 2.32
O 6.71 1.32 3.16
S 6.08 2.10 2.15
O 5.96 3.51 2.27
N 4.60 1.46 1.84
C 4.27 0.95 0.72
O 3.06 0.53 0.56
C 5.48 0.94 -0.23
C 5.68 0.46 -1.55
C 6.91 0.61 -2.21
C 7.99 1.23 -1.57
C 7.81 1.71 -0.25
C 6.57 1.56 0.40
H 4.88 -0.04 -2.12
H 7.02 0.22 -3.23
H 8.94 1.34 -2.10
H 8.65 2.20 0.25
*
```

These are the Löwdin partial charges, in e, on atoms 1 to 6: O -0.12; C -0.15; C -0.06; H 0.11; H 0.11; C -0.58

(2)
Formula: C6H5O5
Source: the Open Molecules 2025 dataset
Level of theory: ωB97M-V/def2-TZVPD

Values from the calculation:
LUMO energy (spin up / spin down)	-0.3029 / -0.2902	Eh
energy relative to the best compared isomer or geometry (same formula, charge and spin)	34.7	kcal/mol
F_max	3.6	eV Å⁻¹
M	157.10	g/mol
total energy	-16527.7370	eV
gap between HOMO and LUMO (spin up / spin down)	6.09 / 6.45	eV

The geometry in ORCA input format:
```
! wB97M-V def2-TZVPD RIJCOSX def2/J DEFGRID3
* xyz 1 1
C 1.67 1.00 0.84
C 1.29 -0.57 -0.89
C -0.56 0.23 0.42
C 2.29 0.16 -0.13
C -0.18 -0.49 -0.71
C -1.99 0.42 0.92
O 3.48 0.14 -0.33
O -0.91 -1.08 -1.51
O 0.34 0.89 1.15
O 1.68 -1.29 -1.90
O -2.98 -0.14 0.17
H 2.03 1.62 1.71
H -2.33 1.46 1.14
H -2.06 0.02 2.07
H 0.81 -1.83 -2.29
H -2.58 -0.54 -0.67
*
```

These are the Löwdin partial charges, in e, on atoms 1 to 6: C 0.16; C -0.03; C -0.05; C -0.32; C -0.27; C -0.17

(3)
Formula: C28H34BrMgN2O2Sb2
Source: the Open Molecules 2025 dataset
Level of theory: ωB97M-V/def2-TZVPD

Values from the calculation:
LUMO energy	-0.1028	Eh
energy relative to the best compared isomer or geometry (same formula, charge and spin)	0.0	kcal/mol
F_max	2.9	eV Å⁻¹
M	778.32	g/mol
total energy	-125218.1980	eV
gap between HOMO and LUMO	7.61	eV

The geometry in ORCA input format:
```
! wB97M-V def2-TZVPD RIJCOSX def2/J DEFGRID3
* xyz 1 1
Mg 0.21 0.16 0.09
O 0.68 0.44 4.29
C 1.39 -0.71 4.51
C 1.45 -1.22 5.80
C 2.06 -2.39 6.12
C 2.58 -3.16 5.04
C 2.45 -2.71 3.73
C 1.92 -1.46 3.45
C 1.89 -0.97 2.02
O 0.73 -1.13 1.34
N 2.31 0.52 2.04
N 1.98 1.11 0.88
C 2.51 2.24 0.60
C 2.15 2.99 -0.59
Br 1.04 1.91 -1.74
C 2.45 4.25 -0.83
C 2.09 5.19 -1.92
C 3.00 6.27 -2.08
C 2.60 7.30 -2.92
C 1.35 7.39 -3.54
C 0.58 6.27 -3.45
C 0.92 5.21 -2.63
H 0.21 0.70 5.07
H 1.19 -0.62 6.68
H 2.09 -2.73 7.13
H 3.02 -4.13 5.37
H 2.84 -3.30 2.90
H 2.71 -1.46 1.48
H 3.24 0.76 2.39
H 3.15 2.78 1.24
H 3.08 4.67 -0.05
H 3.91 6.23 -1.51
H 3.31 8.07 -3.08
H 1.05 8.32 -3.98
H -0.35 6.17 -4.09
H 0.24 4.42 -2.45
C -4.15 0.92 0.92
Sb -2.60 0.51 -0.43
C -2.72 1.90 -2.01
C -3.30 -1.22 -1.52
C -3.32 -2.49 -0.77
C -4.27 -2.67 0.20
C -4.27 -3.80 1.02
C -3.32 -4.81 0.82
C -2.36 -4.67 -0.15
C -2.36 -3.53 -0.96
C -1.33 -3.57 -2.05
Sb 0.27 -2.19 -1.79
C 1.71 -3.72 -1.31
C 0.94 -2.16 -3.85
H -5.12 1.03 0.44
H -3.98 1.87 1.46
H -4.09 0.10 1.67
H -3.72 1.95 -2.41
H -2.05 1.59 -2.80
H -2.44 2.89 -1.70
H -2.82 -1.27 -2.47
H -4.34 -0.93 -1.80
H -5.12 -2.01 0.36
H -4.88 -3.87 1.87
H -3.33 -5.61 1.57
H -1.60 -5.43 -0.28
H -1.72 -3.29 -3.02
H -0.87 -4.57 -2.14
H 2.17 -4.10 -2.24
H 1.33 -4.50 -0.66
H 2.56 -3.25 -0.76
H 0.89 -3.22 -4.26
H 1.93 -1.68 -3.85
H 0.24 -1.54 -4.42
*
```

These are the Löwdin partial charges, in e, on atoms 1 to 6: Mg 0.26; O 0.06; C -0.24; C -0.05; C -0.07; C -0.07

(4)
Formula: C10H11AuF9NOPS2
Source: the Open Molecules 2025 dataset
Level of theory: ωB97M-V/def2-TZVPD

Values from the calculation:
LUMO energy (spin up / spin down)	-0.4106 / -0.4321	Eh
energy relative to the best compared isomer or geometry (same formula, charge and spin)	0.0	kcal/mol
F_max	1.4	eV Å⁻¹
M	624.26	g/mol
<S²>	0.783
total energy	-73179.7675	eV
gap between HOMO and LUMO (spin up / spin down)	6.02 / 5.51	eV

The geometry in ORCA input format:
```
! wB97M-V def2-TZVPD RIJCOSX def2/J DEFGRID3
* xyz 2 2
Au 0.54 1.28 -0.72
F -4.64 2.48 -0.76
C -4.27 2.40 -2.03
F -5.32 2.19 -2.80
F -3.68 3.56 -2.37
C -3.25 1.27 -2.18
C -3.58 0.02 -2.70
C -2.62 -0.97 -2.74
C -1.32 -0.72 -2.28
N -1.02 0.48 -1.82
C -1.95 1.45 -1.75
S -1.19 2.77 -0.95
H -4.59 -0.17 -3.06
H -2.85 -1.95 -3.13
H -0.54 -1.48 -2.30
O 2.23 0.21 -0.94
S 3.39 -0.63 -0.31
C 2.78 -2.32 -0.04
C 2.35 -2.39 1.42
C 3.38 -1.57 2.20
C 3.56 -0.25 1.46
H 3.65 -2.95 -0.24
H 2.03 -2.52 -0.80
H 2.33 -3.43 1.74
H 1.34 -1.98 1.54
H 4.33 -2.10 2.24
H 3.06 -1.37 3.22
H 4.53 0.23 1.60
H 2.77 0.46 1.69
F -0.15 -0.18 1.50
P -0.27 1.11 2.53
F -0.25 2.48 3.26
F 1.04 0.60 3.24
F 0.90 1.92 1.31
F -1.46 1.67 1.52
F -1.27 0.39 3.46
*
```

These are the Löwdin partial charges, in e, on atoms 1 to 6: Au 1.17; F 0.20; C -0.61; F 0.22; F 0.16; C -0.02

(5)
Formula: C11H15N2
Source: the Open Molecules 2025 dataset
Level of theory: ωB97M-V/def2-TZVPD

Values from the calculation:
LUMO energy (spin up / spin down)	-0.1404 / -0.1404	Eh
energy relative to the best compared isomer or geometry (same formula, charge and spin)	71.0	kcal/mol
F_max	7.3	eV Å⁻¹
SMILES	C[NH2+]CC1=c2cc(C)ccc2=NC1
M	175.26	g/mol
total energy	-14620.6595	eV
gap between HOMO and LUMO (spin up / spin down)	7.57 / 7.57	eV

The geometry in ORCA input format:
```
! wB97M-V def2-TZVPD RIJCOSX def2/J DEFGRID3
* xyz 1 1
C -3.56 -0.34 0.00
C -3.41 1.02 -0.18
C -1.18 -0.76 -0.02
C -0.98 0.66 -0.02
C -2.45 -1.22 0.18
C 0.07 1.55 0.06
C -2.19 1.61 -0.04
C -0.45 2.94 0.07
C -2.85 -2.64 0.27
C 3.52 -0.24 -0.06
C 1.52 1.14 0.61
N -1.85 2.83 -0.23
N 2.37 0.61 -0.54
H -4.56 -0.65 -0.03
H -4.26 1.66 -0.43
H -0.30 -1.49 0.21
H -0.45 3.28 1.12
H 0.07 3.68 -0.48
H -3.22 -2.73 -0.69
H -3.63 -3.01 0.96
H -2.08 -3.44 0.43
H 3.19 -0.81 0.74
H 3.73 -1.07 -0.86
H 4.33 0.39 0.19
H 1.50 0.53 1.41
H 2.07 2.16 0.96
H 2.69 1.38 -1.06
H 1.71 -0.13 -0.89
*
```

These are the Löwdin partial charges, in e, on atoms 1 to 6: C 0.00; C 0.01; C 0.00; C -0.09; C -0.27; C -0.13

(6)
Formula: C4H8O2S2
Source: the Open Molecules 2025 dataset
Level of theory: ωB97M-V/def2-TZVPD

Values from the calculation:
LUMO energy	0.0224	Eh
energy relative to the best compared isomer or geometry (same formula, charge and spin)	56.6	kcal/mol
F_max	6.0	eV Å⁻¹
SMILES	O[C@@H]1[C@H](O)CS[C@H]1S
M	152.24	g/mol
total energy	-30041.3387	eV
gap between HOMO and LUMO	9.28	eV

The geometry in ORCA input format:
```
! wB97M-V def2-TZVPD RIJCOSX def2/J DEFGRID3
* xyz 0 1
C 0.22 1.33 -0.70
C 1.08 0.10 -0.53
C 0.07 -1.00 -0.10
C -1.16 -0.16 0.73
O 2.06 0.28 0.48
O 0.65 -1.91 0.89
S -0.76 1.58 0.80
S -2.64 -0.44 -0.28
H 0.94 2.24 -0.98
H -0.41 1.30 -1.47
H 1.34 -0.32 -1.53
H -0.40 -1.70 -0.94
H -1.41 -0.49 1.66
H 2.92 -0.08 0.21
H 0.77 -1.49 1.75
H -3.28 0.75 0.01
*
```

These are the Löwdin partial charges, in e, on atoms 1 to 6: C -0.43; C -0.42; C -0.30; C -0.87; O -0.02; O -0.07